Entry 1:
This record from OMol25 describes an isolated ion of composition C5H8N and charge +1 in a non-equilibrium geometry. The level of theory is the ωB97M-V functional and the def2-TZVPD basis.

Structure (XYZ):
```
14
Properties=species:S:1:pos:R:3:forces:R:3:lowdin_charge:R:1
N -0.7661 -1.4369 -0.2452 -0.737 3.627 -1.618 0.276
C 0.1903 -0.2899 -0.2016 -1.240 3.434 0.928 -0.189
C 0.3490 0.7046 -1.3376 -0.833 0.850 2.624 -0.021
C -0.0872 1.1563 0.6953 3.902 -1.970 -4.102 -0.037
C 1.0594 0.2518 0.9931 -1.568 0.791 -2.837 0.004
C 0.2994 1.8381 -0.6426 -1.796 -4.742 1.440 0.025
H 1.9811 0.5418 0.5647 1.096 0.272 0.294 0.116
H 0.7142 2.7207 -0.8349 1.191 3.750 -0.704 0.078
H 0.6968 0.6637 -2.2745 1.263 -1.025 -3.489 0.071
H 1.0498 -0.2460 1.8655 0.169 -1.883 3.005 0.080
H -0.3700 -2.2231 -0.6675 0.642 -1.743 -1.185 0.153
H -1.6838 -1.1397 -0.6775 1.274 -0.494 -0.030 0.216
H -0.8770 1.5130 1.2059 -2.616 0.275 2.237 0.099
H -1.0055 -1.6493 0.6526 -0.746 -1.143 3.438 0.129
```
Forces are in eV/Å.

Computed properties:
spin multiplicity	1
ΔE to the lowest compared entry with this formula, charge and spin	107.4	kcal per mole
maximum force	5.994	eV Å⁻¹
HOMO level	-13.13	eV
structure (SMILES)	[NH3+][C@]12C=C[C@@H]1C2
total energy	-6793.4313	eV
net charge	+1

=====

Entry 2:
This record from OMol25 describes an isolated ion of composition C5H8N and charge +1 in a non-equilibrium geometry. The level of theory is the ωB97M-V functional and the def2-TZVPD basis.

Structure (XYZ):
```
14
Properties=species:S:1:pos:R:3:forces:R:3:lowdin_charge:R:1
N -0.6943 -0.3260 0.2022 1.067 -2.447 0.075 0.014
C -2.1871 -0.3796 0.4568 0.410 1.335 0.688 0.121
C -0.3700 1.0276 0.2247 -0.333 1.157 -0.789 -0.050
C 1.9729 -0.2002 -0.1336 -2.344 1.293 3.536 0.013
C -1.6141 0.5555 -0.5266 0.099 1.575 4.469 -0.001
C 0.5773 0.2032 -0.5442 1.230 -0.672 -0.045 -0.117
H 2.0892 0.3869 0.8610 0.896 -0.854 -1.775 0.132
H -0.1543 1.5751 1.1338 -0.465 0.315 -0.137 0.171
H -1.6741 0.3524 -1.5083 -0.258 -0.078 -3.426 0.114
H 1.9798 -1.2379 0.1728 0.278 -0.329 -0.393 0.099
H 2.5903 0.0461 -0.9579 1.062 0.186 -0.304 0.085
H 0.4928 0.1794 -1.5994 -0.789 -0.006 -0.952 0.138
H -2.3940 -0.1098 1.5145 -0.088 -0.266 -1.013 0.158
H -2.6474 -1.1838 -0.0396 -0.766 -1.208 0.064 0.122
```
Forces are in eV/Å.

Computed properties:
spin multiplicity	1
ΔE to the lowest compared entry with this formula, charge and spin	127.6	kcal per mole
maximum force	4.739	eV Å⁻¹
HOMO level	-16.58	eV
structure (SMILES)	C[C@@H]1[C@H]2[C@@H]3C[N@@+]213
total energy	-6792.5572	eV
net charge	+1

=====

Entry 3:
This record from OMol25 describes an isolated ion of composition C5H8N and charge +1 in a non-equilibrium geometry. The level of theory is the ωB97M-V functional and the def2-TZVPD basis.

Structure (XYZ):
```
14
Properties=species:S:1:pos:R:3:forces:R:3:lowdin_charge:R:1
N 0.2649 0.8188 0.2431 -0.700 2.618 1.254 0.012
C 0.5744 1.9713 0.7129 1.512 0.033 -0.170 0.143
C -2.1271 -0.4773 0.2780 0.110 -1.552 -1.970 0.029
C -0.7297 -0.1590 0.0209 0.331 -0.537 0.939 -0.061
C 1.6055 -1.1724 -0.8415 0.678 1.457 0.696 0.048
C 0.4996 -0.4070 -0.3269 -0.808 -1.168 -0.562 -0.099
H 1.6161 2.3427 0.5343 -1.065 -0.529 0.296 0.121
H -2.6670 0.2939 -0.3074 -0.414 -0.743 0.424 0.115
H 1.5487 -2.2224 -0.5979 0.026 -0.166 -0.356 0.113
H 1.6912 -0.8559 -1.8616 0.186 -0.663 -0.995 0.109
H -2.2206 -1.5640 -0.1593 -0.376 2.211 0.748 0.151
H -0.0867 2.5768 1.3463 -0.108 -0.502 -0.710 0.113
H 2.4357 -0.6552 -0.3608 0.625 -0.671 0.085 0.110
H -2.4051 -0.4902 1.3197 0.004 0.211 0.319 0.096
```
Forces are in eV/Å.

Computed properties:
spin multiplicity	1
ΔE to the lowest compared entry with this formula, charge and spin	80.2	kcal per mole
maximum force	2.986	eV Å⁻¹
HOMO level	-14.33	eV
structure (SMILES)	C=[N+]1C(C)=C1C
total energy	-6794.6097	eV
net charge	+1

=====

Entry 4:
This record from OMol25 describes an isolated ion of composition C5H8N and charge +1 in a non-equilibrium geometry. The level of theory is the ωB97M-V functional and the def2-TZVPD basis.

Structure (XYZ):
```
14
Properties=species:S:1:pos:R:3:forces:R:3:lowdin_charge:R:1
N -0.2006 -1.4399 -0.5990 -4.887 -4.430 -0.408 0.263
C 0.5009 -0.1944 0.4096 -0.572 0.254 2.857 -0.141
C 0.9502 -1.6498 0.1707 -0.069 -0.117 1.707 -0.032
C -0.9112 -0.5409 0.0682 4.831 1.507 -2.691 -0.103
C 1.4457 0.7699 -0.0735 -1.450 2.987 -1.526 -0.030
C -2.1412 0.1578 -0.0111 -1.398 -3.087 4.086 0.055
H 0.9669 1.7934 -0.0524 1.102 -0.781 0.421 0.125
H 0.8960 -2.3475 1.0690 -0.203 0.896 -1.243 0.179
H 1.7141 0.6534 -1.1809 -0.607 -0.514 1.046 0.148
H -2.0381 1.0649 0.4720 0.139 2.115 0.643 0.084
H -2.8557 -0.4565 0.7065 0.897 1.075 -1.534 0.184
H 2.3443 0.6324 0.4425 1.521 0.522 0.925 0.083
H -2.5193 0.1829 -0.9504 -1.339 0.070 -2.861 0.082
H 1.8409 -1.6910 -0.3323 2.036 -0.497 -1.423 0.103
```
Forces are in eV/Å.

Computed properties:
spin multiplicity	3
ΔE to the lowest compared entry with this formula, charge and spin	99.5	kcal per mole
maximum force	6.609	eV Å⁻¹
HOMO level (alpha / beta)	-12.35 / -16.70	eV
total energy	-6790.2608	eV
net charge	+1